Entry 1:
{
  "formula": "C7H6F3NO3",
  "method": "wB97M-V/def2-TZVPD",
  "species": ["F", "F", "F", "O", "O", "O", "N", "C", "C", "C", "C", "C", "C", "C", "H", "H", "H", "H", "H", "H"],
  "coordinates": [[0.807879, 2.262643, -2.508787], [1.186356, 0.126493, 2.842075], [0.983499, 2.614754, 2.048818], [1.052581, -1.855281, 1.192850], [-1.379481, -1.490265, -0.962539], [1.938462, -0.662576, -0.315657], [1.396065, -0.773095, 0.780948], [0.956315, 1.670866, 1.085930], [0.917473, 2.195055, -0.208441], [1.071568, 0.326075, 1.497883], [-0.847738, -0.247852, -0.702458], [-2.084304, -2.153121, 0.054466], [0.563941, 1.570807, -1.364009], [0.016817, 0.292666, -1.632567], [-1.305620, -2.496230, 0.715640], [-2.994583, -1.723377, 0.481884], [-2.488014, -2.987006, -0.455399], [0.237261, -0.281368, -2.463573], [-1.181880, 0.369250, 0.130365], [1.153406, 3.241561, -0.217429]],
  "forces_ev_per_angstrom": [[0.4, 0.2, 0.3], [-0.7, 0.3, -1.7], [0.3, -0.4, 0.3], [-0.9, -2.2, 1.8], [0.7, 2.8, -0.3], [1.2, 0.9, -0.6], [0.7, -0.5, -2.1], [-0.1, 0.7, -1.5], [-0.2, -0.2, 2.4], [0.3, 1.3, 3.2], [-0.5, -0.9, -1.0], [0.1, -0.7, 0.1], [-0.3, -1.3, -2.7], [-1.2, 1.1, 3.2], [-0.4, -0.1, 1.0], [0.6, 1.0, 0.2], [-0.2, -1.2, -0.4], [0.4, -0.6, -1.9], [-0.3, -0.6, 0.1], [0.0, 0.4, -0.3]],
  "gap_ev": [7.07, 6.33],
  "spin_multiplicity": 3,
  "energy_ev": -23132.84677,
  "s_squared": 2.019,
  "e_homo_ev": [-7.02, -9.53],
  "lumo_energy_ha": [0.002, -0.118]
}


Entry 2:
{
  "formula": "C7H6F3NO3S",
  "method": "wB97M-V/def2-TZVPD",
  "species": ["S", "F", "F", "F", "O", "O", "O", "N", "C", "C", "C", "C", "C", "C", "C", "H", "H", "H", "H", "H", "H"],
  "coordinates": [[1.072241, -1.499652, 1.979039], [-0.959992, -1.227332, 5.517054], [0.689817, -2.604751, 5.020015], [-1.308900, -2.860374, 4.150534], [0.722346, 0.500319, 3.379335], [2.431409, -1.150300, 2.181638], [0.651145, -2.861844, 2.000718], [0.010697, -0.642521, 2.991046], [-0.634124, -1.270973, -0.036949], [-1.215299, -0.834152, -1.262517], [0.491913, -0.707332, 0.478002], [0.239476, 1.114654, -1.025461], [-0.832839, 0.490970, -1.601674], [0.830689, 0.555125, 0.068737], [-0.366159, -2.021546, 4.590127], [1.720184, 0.298132, 3.514391], [-1.341875, 0.842115, -2.468431], [1.591982, 1.087227, 0.580770], [0.382710, 2.154483, -1.172529], [-0.943256, -2.151571, 0.473601], [-1.990152, -1.408310, -1.758482]],
  "forces_ev_per_angstrom": [[-1.6, 0.3, -1.7], [1.3, -0.8, -1.0], [0.4, -0.2, 0.2], [1.4, 0.7, 0.1], [0.8, -0.4, 0.7], [1.2, 0.4, 0.7], [-0.1, -0.2, 0.1], [0.9, -1.6, 3.0], [-0.7, -1.5, -2.3], [1.1, 1.5, 2.5], [-0.5, 0.1, 1.0], [-1.2, 0.7, 1.0], [-0.8, -2.9, -1.6], [1.6, -0.2, 0.1], [-2.3, 2.7, -1.7], [-2.0, 0.0, -0.4], [-0.1, 0.9, -0.5], [0.7, 0.4, 0.4], [0.5, 0.7, -0.6], [-0.6, -0.8, -0.1], [0.0, 0.3, 0.1]],
  "gap_ev": [9.07, 9.07],
  "energy_ev": -33971.53297,
  "e_homo_ev": [-9.73, -9.73],
  "relative_energy_kcal_mol": 7.9,
  "lumo_energy_ha": [-0.024, -0.024]
}


Entry 3:
{
  "formula": "C7H6F4N2O",
  "method": "wB97M-V/def2-TZVPD",
  "species": ["F", "F", "F", "F", "O", "N", "N", "C", "C", "C", "C", "C", "C", "C", "H", "H", "H", "H", "H", "H"],
  "coordinates": [[-0.323525, 2.324671, -2.216117], [0.614034, 0.520330, 2.804808], [2.518791, 1.674976, 1.502561], [0.828714, -1.076365, -1.746484], [-2.031516, -1.848547, 0.869739], [-0.978193, -0.315753, -2.946241], [-0.927326, -1.578952, 2.796477], [1.416951, 1.657628, -0.648641], [0.325380, 1.275259, -1.580236], [-1.070237, -1.428292, 1.464071], [1.467756, 1.269429, 0.636247], [-0.060105, -0.588647, 0.833804], [0.717607, 0.320034, 1.434257], [0.036861, 0.012170, -2.070040], [-0.098313, -1.116096, 3.052488], [-0.222576, -0.672494, -0.205743], [2.141492, 2.328533, -0.894306], [-1.333607, -1.229773, -3.240932], [-1.443733, 0.529752, -3.219263], [-1.578454, -2.057862, 3.373550]],
  "forces_ev_per_angstrom": [[0.2, -0.7, 0.5], [1.0, 0.2, -1.7], [-1.0, 0.2, -1.9], [-0.9, 1.5, -0.4], [-0.6, -0.4, -1.3], [0.8, 0.9, 0.5], [0.5, 0.0, -1.1], [-2.7, -2.0, 1.5], [0.6, -1.5, -0.8], [-1.3, -0.2, 1.9], [2.0, 0.2, 1.9], [-0.1, 0.2, 0.9], [-2.1, -0.4, -0.7], [0.6, -0.1, -0.5], [0.5, -0.1, 1.9], [0.7, 0.1, -0.1], [1.9, 1.9, -1.1], [0.7, 0.7, 0.6], [-0.6, -0.2, -0.4], [-0.2, -0.2, 0.3]],
  "gap_ev": 8.34,
  "energy_ev": -23251.10729,
  "smiles": "NC(=O)/C=C(F)/C(F)=C\\C(F)=C(\\N)F",
  "e_homo_ev": -8.66,
  "relative_energy_kcal_mol": 32.4,
  "lumo_energy_ha": -0.012
}


Entry 4:
{
  "formula": "C7H6FN",
  "method": "wB97M-V/def2-TZVPD",
  "species": ["F", "N", "C", "C", "C", "C", "C", "C", "C", "H", "H", "H", "H", "H", "H"],
  "coordinates": [[2.750449, -1.584665, 1.188723], [-0.993435, 2.933004, -0.324829], [3.416312, -0.583580, -0.952814], [3.067846, -0.929397, 0.142828], [-0.484588, -0.492524, -0.146394], [-0.466543, 1.927028, -0.476983], [-1.645659, -0.617406, 0.696826], [-0.092856, 0.646608, -0.794497], [-2.556191, 0.300967, 0.987553], [-3.438192, 0.032880, 1.567926], [0.862699, 0.442050, -1.312157], [-2.594131, 1.257477, 0.523352], [-0.027349, -1.369194, -0.346405], [-1.718496, -1.539002, 1.090715], [3.920140, -0.424250, -1.843844]],
  "forces_ev_per_angstrom": [[-0.3, 0.4, 0.5], [0.1, 1.0, 0.3], [-0.5, -0.5, 1.8], [0.5, -0.5, -1.3], [-2.1, 4.3, -0.5], [-1.2, 1.0, -0.4], [0.4, 2.4, -0.6], [2.8, -4.0, 0.7], [-1.0, -0.4, -0.1], [0.3, 0.0, 0.1], [-0.7, 0.9, -0.2], [0.2, 0.6, -0.1], [1.8, -2.6, -0.8], [-0.6, -3.1, 1.6], [0.3, 0.6, -1.1]],
  "gap_ev": 8.94,
  "energy_ev": -11558.38856,
  "smiles": "C=C/C=C\\C#N.C#CF",
  "e_homo_ev": -9.30,
  "relative_energy_kcal_mol": 100.7,
  "lumo_energy_ha": -0.013
}